The following is a quantum chemistry calculation of a molecular structure, C17H25CuN at a distorted geometry, from the OMol25 dataset.

For the strongest force on any atom, the calculation gives 2.06 eV/Å. Its expectation value of S² is 0.757. The spin multiplicity is 2. The charge is 0. Its HOMO-LUMO gap (spin up / spin down) is 0.2861 / 0.2571 hartree.

Geometry as XYZ:
```
44
Properties=species:S:1:pos:R:3:forces:R:3
C -0.95501 0.12433 -1.69419 -1.23 0.77 -0.13
C -2.04803 -1.95105 -0.23689 0.03 -1.27 -0.29
C 0.20985 -0.63284 -2.17304 0.97 -0.94 -1.30
H -0.77878 1.20417 -1.64102 -0.10 -0.34 0.07
C -0.81504 -2.59045 -0.28267 -1.78 -1.02 -0.22
H -2.65065 -1.95944 0.68702 0.56 0.17 -0.25
H 0.68460 -0.08142 -3.00073 -0.13 0.03 -0.06
H -0.43269 -3.12058 0.59203 -0.13 0.48 0.01
C -0.05178 -2.07894 -2.69614 0.33 0.75 0.02
H 0.81451 -2.38683 -3.30553 -0.38 0.12 0.14
H -0.92718 -2.06082 -3.35812 0.31 0.07 0.03
C -2.37868 -0.25862 -2.09291 0.06 0.82 0.43
H -2.57303 -0.21753 -3.17912 0.18 -0.02 0.19
H -3.03084 0.50751 -1.63750 0.18 -0.20 -0.29
C -2.79669 -1.61232 -1.51622 -0.17 -0.35 0.21
H -2.60992 -2.40961 -2.24501 -0.26 0.07 0.15
H -3.86769 -1.59050 -1.27957 0.19 -0.13 -0.24
C -0.25570 -3.11907 -1.58791 0.76 0.14 -0.14
H -0.88264 -3.91546 -2.02015 -0.11 0.11 0.50
H 0.71085 -3.60395 -1.38506 -0.23 0.20 0.06
Cu -0.73603 -0.53096 0.23796 0.41 0.62 0.02
H 1.00518 -0.63014 -1.41977 0.12 -0.16 0.17
C 0.82327 3.18791 -0.95303 0.20 -0.15 0.34
N 1.19501 2.27298 0.10115 -0.46 -0.27 -0.01
C 2.58853 1.87619 0.06595 -0.17 0.24 0.13
C 0.66483 2.60990 1.41946 0.40 0.40 -0.51
C 0.53926 1.39248 2.29089 0.16 0.07 1.59
C 0.89212 1.53124 3.65010 0.17 -0.26 -0.66
C 0.96573 0.39975 4.47034 -0.11 0.09 -0.01
C 0.72343 -0.85761 3.91425 0.18 0.02 0.29
C 0.32798 -0.96942 2.57420 0.29 -0.10 1.78
C 0.13331 0.15259 1.80102 0.32 0.45 -1.09
H 0.98343 2.68506 -1.91336 -0.02 0.25 -0.04
H 1.40930 4.12330 -0.93240 -0.08 0.04 -0.12
H -0.23906 3.43333 -0.84118 0.19 0.02 -0.18
H 3.27078 2.72066 0.28051 -0.02 -0.04 0.00
H 2.79760 1.08348 0.79537 -0.19 0.14 -0.17
H 2.82077 1.51028 -0.93854 0.05 -0.05 0.10
H 1.35165 3.33269 1.92922 -0.50 -0.15 -0.15
H -0.31253 3.10425 1.27404 0.34 -0.17 0.05
H 1.16916 2.52732 4.02253 -0.11 -0.47 -0.02
H 1.23692 0.51490 5.52726 -0.09 -0.16 -0.46
H 0.84382 -1.75088 4.52762 0.00 0.17 -0.09
H 0.18006 -1.96587 2.16912 -0.14 0.00 0.19
```
Positions in Å, forces in eV/Å.

Results of the Löwdin charge analysis, in e, for atoms 1 through 5: number 1, C, carries -0.206; number 2, C, carries -0.177; number 3, C, carries -0.218; number 4, H, carries 0.083; number 5, C, carries -0.140



The following is a quantum chemistry calculation of C17H25F3N4O3 in the gas phase, from the OMol25 dataset.

For the strongest force on any atom, the calculation gives 0.31 eV/Å. The spin multiplicity is 1. Its SMILES is CCCNC(=O)[C@H](c1n[nH]cc1C)N1CC[C@@H](C(F)(F)F)C[C@H]1C(=O)OC. The charge is 0. Its HOMO-LUMO gap is 0.3433 hartree.

Geometry as XYZ:
```
52
Properties=species:S:1:pos:R:3:forces:R:3
C -0.89050 3.81660 -0.62783 0.00 -0.01 0.00
C -1.83074 3.05282 0.29547 0.00 -0.01 0.00
C -1.91857 1.56796 -0.04477 0.01 0.00 0.00
N -0.65297 0.87690 0.13563 -0.01 0.01 0.02
C 0.14788 0.53825 -0.90617 0.02 0.06 -0.03
O -0.11845 0.82397 -2.05749 -0.02 -0.03 -0.01
C 1.47144 -0.19153 -0.60484 0.03 -0.04 0.05
C 1.33024 -1.65726 -0.88496 0.03 0.00 -0.01
N 0.17048 -2.28422 -0.79401 -0.01 0.00 -0.01
N 0.45384 -3.55906 -1.08358 -0.01 0.02 0.00
C 1.76624 -3.75564 -1.35229 0.01 -0.01 0.02
C 2.38418 -2.53697 -1.22797 -0.01 0.03 -0.04
C 3.82104 -2.17356 -1.41974 -0.01 -0.01 0.01
N 2.11281 0.02521 0.71056 -0.09 0.03 -0.09
C 1.57345 -0.84598 1.75902 0.02 0.00 0.01
C 2.16912 -0.60210 3.12934 -0.04 0.01 0.02
C 2.01836 0.87003 3.47343 0.05 -0.01 0.02
C 2.45502 1.17022 4.88747 -0.01 0.00 -0.02
F 3.74687 0.85626 5.10200 -0.01 0.00 0.00
F 2.31104 2.47519 5.18859 0.01 -0.02 0.00
F 1.72767 0.47830 5.78578 0.01 0.01 0.00
C 2.83671 1.66154 2.46841 -0.02 0.00 0.02
C 2.35576 1.43783 1.03002 0.16 -0.10 0.12
C 3.37998 2.04735 0.05895 -0.24 0.19 -0.05
O 3.44507 1.84152 -1.12311 0.10 -0.15 -0.04
O 4.16668 2.94645 0.66758 0.04 0.02 0.04
C 5.07858 3.63534 -0.19822 0.00 0.00 -0.01
H -0.82312 4.86674 -0.34162 0.00 0.00 0.00
H 0.11605 3.39501 -0.60411 0.00 0.01 0.00
H -1.23162 3.76173 -1.66222 0.00 0.00 0.00
H -1.50794 3.16245 1.33651 0.00 0.00 0.00
H -2.83711 3.47653 0.23912 0.00 0.00 0.00
H -2.67012 1.07885 0.57800 -0.01 0.00 0.00
H -2.20560 1.43550 -1.08738 0.00 0.00 0.00
H -0.41101 0.55680 1.05457 -0.01 -0.02 -0.01
H 2.13878 0.21348 -1.35944 0.01 0.00 0.01
H -0.29129 -4.23022 -1.11028 0.00 -0.02 0.00
H 2.15277 -4.72755 -1.61119 0.00 0.00 0.00
H 4.44318 -3.06099 -1.53127 -0.01 -0.01 -0.01
H 3.95442 -1.55320 -2.30804 0.00 0.01 0.01
H 4.18838 -1.60121 -0.56653 0.01 0.00 -0.01
H 0.47706 -0.79145 1.85336 0.00 0.01 0.02
H 1.77658 -1.87370 1.45878 0.00 0.01 0.01
H 1.65724 -1.23795 3.85254 0.00 -0.01 -0.01
H 3.22926 -0.86589 3.13895 0.00 0.01 -0.01
H 0.96216 1.16072 3.42990 0.00 -0.01 -0.01
H 2.79992 2.72794 2.68059 0.00 -0.01 0.00
H 3.87924 1.35183 2.55848 0.00 -0.01 0.00
H 1.44590 2.04419 0.88502 0.00 0.01 0.00
H 5.61575 4.33201 0.43722 0.00 0.00 0.01
H 5.76495 2.92973 -0.66205 0.00 0.00 0.00
H 4.53331 4.16370 -0.97786 0.00 0.00 0.00
```
Positions in Å, forces in eV/Å.

Results of the Löwdin charge analysis, in e, for atoms 1 through 5: number 1, C, carries -0.102; number 2, C, carries -0.242; number 3, C, carries -0.185; number 4, N, carries 0.080; number 5, C, carries -0.450



The following is a quantum chemistry calculation of a gas-phase ion, C17H25F9IN2O2S (charge +1) at a distorted geometry, from the OMol25 dataset.

For the strongest force on any atom, the calculation gives 3.47 eV/Å. The spin multiplicity is 1. Its SMILES is CCCOCc1c(CCCCC(F)(F)C(F)(F)S(F)(F)(F)(F)F)n(CC(=O)I)c[n+]1CC. The charge is +1. Its HOMO-LUMO gap is 0.3533 hartree.

Geometry as XYZ:
```
57
Properties=species:S:1:pos:R:3:forces:R:3
C -4.23552 0.39237 3.43753 0.44 -0.04 0.04
C -2.96974 1.06147 2.75696 -0.45 -1.19 -0.06
C -1.64046 0.27656 3.10004 -1.06 0.27 0.35
O -0.46726 1.02361 2.71937 0.09 -0.63 -0.68
C -0.42146 1.21871 1.31145 0.15 0.72 0.18
C 1.01321 1.44651 0.76182 0.40 0.72 -2.81
C 1.25857 1.78934 -0.63350 -0.57 -0.29 2.14
C 0.22330 2.00116 -1.76329 0.39 -0.69 0.14
C -0.04428 0.68088 -2.61964 -0.74 0.32 0.12
C -1.44789 0.05806 -2.18331 0.51 -0.32 -0.85
C -1.56686 -1.45562 -2.66378 -0.09 0.60 0.81
C -1.05400 -2.43277 -1.51828 -0.72 2.62 -2.09
F 0.18248 -1.93795 -1.12937 -1.13 -1.21 0.36
F -1.99044 -2.29562 -0.49920 1.73 -0.81 -0.66
C -1.01158 -3.88423 -2.12337 -1.55 -0.61 -0.36
F -2.31869 -4.32609 -2.15460 1.54 0.89 0.06
F -0.58289 -3.93776 -3.41506 -0.06 0.82 1.69
S -0.02719 -5.15928 -1.14199 0.80 -3.37 0.24
F -1.38394 -5.99923 -0.79808 1.41 0.81 -0.15
F -0.19825 -4.36010 0.26387 0.33 -0.18 -1.48
F 1.39470 -4.45483 -1.50018 -1.50 0.07 0.59
F 0.13629 -6.04711 -2.52168 -0.22 0.71 1.64
F 0.81098 -6.29940 -0.33800 -0.81 1.27 -0.84
N 2.65187 1.92111 -0.75611 -0.22 -0.51 1.60
C 3.52529 2.28727 -1.88747 1.04 0.20 -0.24
C 3.02086 1.81343 -3.29830 -0.29 0.57 -0.08
O 2.97580 0.69980 -3.68300 0.20 0.16 0.63
I 2.36928 3.41222 -4.65253 0.33 -0.30 0.47
C 3.21760 1.68955 0.46489 -0.57 -0.14 0.44
N 2.26444 1.41154 1.39313 -0.13 -0.29 -1.57
C 2.49499 1.14250 2.84536 -0.22 1.73 1.02
C 2.00785 2.45401 3.61988 -0.43 -0.09 -0.56
H -5.17957 0.77786 2.98233 0.79 -0.20 0.42
H -4.24083 -0.72393 3.29770 0.10 1.03 0.13
H -4.24221 0.61356 4.53745 -0.06 -0.25 -0.98
H -2.92844 2.13724 3.06719 0.22 -0.92 -0.43
H -3.12601 0.94489 1.64790 0.15 0.57 0.93
H -1.64516 -0.72053 2.56585 0.01 0.91 0.58
H -1.57183 0.10912 4.20947 0.09 0.16 -1.10
H -1.01122 2.15825 1.09060 0.52 -0.94 -0.18
H -0.88608 0.35756 0.76462 0.46 0.61 0.47
H 0.52636 2.84814 -2.43041 -0.19 -0.68 0.74
H -0.75525 2.26321 -1.28508 0.95 0.04 -0.32
H -0.13953 0.98127 -3.69873 0.16 -0.30 0.94
H 0.78887 -0.05946 -2.56652 -0.67 0.65 0.19
H -2.21270 0.67730 -2.73320 0.51 -0.75 0.79
H -1.62671 0.14076 -1.08295 0.12 -0.04 -0.97
H -2.64232 -1.73255 -2.82063 1.06 0.22 -0.19
H -0.94812 -1.52376 -3.59178 -0.71 -0.42 0.73
H 3.75896 3.38335 -1.87222 -0.60 -0.95 -0.17
H 4.50798 1.76030 -1.71259 -1.04 0.39 -0.30
H 4.29956 1.74551 0.69102 -0.99 -0.10 -0.27
H 3.58947 1.05623 3.04193 -0.90 -0.39 -0.49
H 1.91124 0.25738 3.18118 0.59 0.64 -0.57
H 1.59433 2.20900 4.63344 0.67 0.25 -0.93
H 1.16969 2.92763 3.03523 0.74 -0.57 0.70
H 2.82248 3.22159 3.65465 -0.60 -0.81 0.23
```
Positions in Å, forces in eV/Å.

Results of the Löwdin charge analysis, in e, for atoms 1 through 5: number 1, C, carries -0.111; number 2, C, carries -0.223; number 3, C, carries -0.192; number 4, O, carries -0.186; number 5, C, carries -0.138



The following is a quantum chemistry calculation of a molecular structure, C17H25FIN3O4S5 at a distorted geometry, from the OMol25 dataset.

For the strongest force on any atom, the calculation gives 2.34 eV/Å. The spin multiplicity is 1. The charge is 0. Its HOMO-LUMO gap is 0.2869 hartree.

Geometry as XYZ:
```
56
Properties=species:S:1:pos:R:3:forces:R:3
C 2.64674 -2.16467 2.95858 -0.35 0.21 -0.30
C 3.64765 -2.26547 1.81279 0.04 -0.25 0.33
C 3.12003 -2.93062 0.53431 0.25 0.34 -0.12
C 1.71023 -2.58873 0.08025 0.07 -0.23 -0.35
N 1.57600 -1.41332 -0.82630 -0.49 0.20 0.22
C 0.16187 -1.32511 -1.22865 0.18 -0.15 -0.17
C -0.12498 -0.20770 -2.21724 -0.58 -0.44 -0.04
C -1.58160 -0.28279 -2.72909 0.51 0.32 -0.09
C -2.55564 0.67252 -2.03930 0.01 -0.37 0.05
C -3.23289 0.20398 -0.75297 -0.07 0.61 0.57
I -3.81698 -1.90225 -0.77635 -0.06 0.07 -0.29
S -2.31808 0.46888 0.84033 0.09 -0.42 -0.12
C -3.79903 0.31469 1.69698 -0.15 0.08 -0.69
C -3.93667 -0.04032 3.16650 0.08 -0.97 -0.37
O -3.99579 -1.23382 3.39842 -0.06 -0.77 -0.15
O -3.95247 0.97929 3.80580 0.00 1.95 1.30
N -4.84731 0.52947 0.93001 0.12 -0.20 0.30
N -6.13178 0.38766 1.43114 -0.14 -0.09 -0.20
C -6.98690 -0.18589 0.76540 0.34 0.11 -0.19
S -8.07724 -0.86963 -0.08578 -0.17 0.04 0.16
C -4.53514 0.96313 -0.42244 0.49 -0.51 0.02
S -4.50685 2.80235 -0.37948 -0.77 -0.06 -1.16
O -3.62323 3.31990 -1.36106 0.14 0.03 0.27
O -5.88008 3.16574 -0.35985 0.18 0.03 0.25
F -3.92346 3.09573 1.01656 0.13 0.08 0.17
C 2.06124 -0.22426 -0.24479 0.25 0.46 0.12
S 1.23552 0.77228 0.75503 -0.08 -0.16 0.08
S 3.65778 0.10710 -0.85628 -0.03 -0.50 0.02
C 4.43313 1.18972 0.34818 0.45 0.38 0.22
C 5.24506 2.28919 -0.33740 -0.17 0.10 0.01
C 4.37595 3.24906 -1.17163 0.02 -0.32 0.17
H 1.79272 -1.54474 2.67773 0.03 0.04 0.03
H 2.24096 -3.14196 3.22548 0.12 -0.04 0.14
H 3.08890 -1.68658 3.83108 0.08 -0.18 0.09
H 4.48236 -2.87900 2.16241 0.13 0.10 -0.08
H 4.06488 -1.28024 1.60703 -0.09 0.05 -0.07
H 3.19348 -4.01344 0.64592 -0.18 -0.03 0.08
H 3.78827 -2.66688 -0.28920 0.06 -0.16 -0.01
H 1.33950 -3.42712 -0.51064 -0.04 0.00 -0.02
H 1.01582 -2.46405 0.91757 0.05 0.04 0.10
H -0.50291 -1.28711 -0.35638 0.02 0.09 0.07
H -0.04084 -2.27013 -1.73899 -0.06 -0.04 0.06
H 0.52624 -0.35308 -3.07873 0.23 0.22 0.10
H 0.03720 0.77164 -1.77060 0.26 0.05 -0.11
H -1.55859 0.00153 -3.78156 -0.14 0.02 -0.02
H -1.93001 -1.31287 -2.69484 -0.11 -0.01 -0.07
H -3.36409 0.92698 -2.72861 0.00 -0.05 -0.04
H -2.03173 1.60156 -1.82466 -0.06 0.12 0.01
H -5.28844 0.70726 -1.16508 -0.33 0.16 0.20
H 3.70334 1.63619 1.01937 -0.30 -0.10 -0.18
H 5.09465 0.57304 0.95901 -0.01 -0.07 -0.04
H 6.03135 1.83555 -0.94167 0.02 0.03 -0.05
H 5.74360 2.84804 0.45599 0.11 -0.06 -0.01
H 4.38160 4.24980 -0.74570 0.03 0.07 -0.10
H 3.34130 2.90177 -1.17576 -0.04 0.05 -0.06
H 4.71248 3.28807 -2.20495 -0.02 0.15 -0.03
```
Positions in Å, forces in eV/Å.

Results of the Löwdin charge analysis, in e, for atoms 1 through 5: number 1, C, carries -0.107; number 2, C, carries -0.253; number 3, C, carries -0.195; number 4, C, carries -0.183; number 5, N, carries -0.209